14
Properties=species:S:1:pos:R:3 method="wB97M-V/def2-TZVPD" lumo_ha=0.03827 homo_ev=-9.738 smiles=CN.CN de_lowest_kj_mol=169.3 multiplicity=1
C -2.49060 0.41285 0.24546
C 2.05963 0.66536 -0.27933
H -0.85693 -0.69236 0.17340
H -2.19033 -1.47194 -0.12028
H -3.27500 1.01579 -0.30810
H -2.87366 0.19594 1.22372
H -1.68260 1.23176 0.60752
H 2.45144 -1.14750 -0.43854
H 2.85099 -0.58495 1.02433
H 1.72234 1.45689 0.48220
H 3.05229 0.97643 -0.62605
H 1.25988 0.53456 -1.06135
N -1.75954 -0.55619 -0.47315
N 2.06346 -0.58436 0.36549


63
Properties=species:S:1:pos:R:3 method="wB97M-V/def2-TZVPD" lumo_ha=-0.11808 homo_ev=-6.160 de_lowest_kj_mol=0.0 multiplicity=1
C -2.17268 0.28225 -2.51779
O -1.70362 0.27136 -1.15042
C -0.49570 0.56923 -0.76297
C 0.26919 -0.39869 -0.05190
C 1.67330 -0.37078 -0.19047
C 2.45514 -1.27748 0.51819
C 1.87069 -2.21697 1.37874
C 0.46837 -2.32917 1.42131
C -0.33709 -1.44958 0.70040
H -3.19131 -0.10631 -2.41203
H -2.18920 1.30661 -2.93890
H -1.57378 -0.38456 -3.15230
H -0.03701 1.50505 -1.12736
H 2.08946 0.38482 -0.85299
H 3.53334 -1.25467 0.42195
H 2.49147 -2.89829 1.96936
H 0.01519 -3.11828 2.01916
H -1.42696 -1.54026 0.70815
C -3.51395 8.34042 3.40065
C -2.47438 7.91918 2.47518
C -1.38064 8.53332 1.92074
C -0.66000 7.52495 1.19512
C -1.33181 6.33648 1.37752
B -1.09882 4.81816 0.94973
C 0.03235 4.73083 -0.13446
C 0.05423 4.53368 -1.49251
C 1.42337 4.67589 -1.92482
C 2.15908 4.92528 -0.78576
C 3.53125 5.30975 -0.53024
O 1.31994 4.91819 0.30621
C -0.51977 3.98924 2.15044
C -0.54935 4.09417 3.51996
C 0.18569 2.98466 4.05853
C 0.65089 2.28031 2.97678
C 1.36032 1.02736 2.85188
O 0.24411 2.89814 1.81642
C -2.54589 4.41882 0.52158
C -3.38825 3.37880 0.82301
C -4.62306 3.59950 0.11520
C -4.45367 4.78106 -0.56924
C -5.24504 5.52550 -1.53139
O -3.20189 5.29310 -0.30716
O -2.47272 6.59375 2.11188
H -3.44982 9.42552 3.55059
H -4.51027 8.08702 3.01018
H -3.37459 7.84378 4.37385
H -1.10185 9.57675 2.00936
H 0.23456 7.67454 0.59279
H -0.79838 4.30056 -2.13073
H 1.81391 4.62177 -2.93903
H 4.11555 5.19153 -1.44788
H 3.58767 6.36874 -0.23428
H 3.98369 4.69288 0.25703
H -1.03296 4.88173 4.09305
H 0.35090 2.73808 5.10505
H 1.74869 0.69824 3.82515
H 0.67761 0.25346 2.47861
H 2.19843 1.12241 2.15383
H -3.18463 2.55999 1.50953
H -5.51635 2.97323 0.10899
H -6.20412 5.02596 -1.69396
H -5.45229 6.54946 -1.19229
H -4.72411 5.57506 -2.49716


82
Properties=species:S:1:pos:R:3 method="wB97M-V/def2-TZVPD" total_charge=+2 lumo_ha="-0.22496 / -0.27024" homo_ev="-12.469 / -13.771" de_lowest_kj_mol=376.8 multiplicity=4
Re -1.17772 -2.65606 0.19669
C -2.35309 -4.01994 -0.23811
C -2.68626 -2.62218 -0.97759
C -3.93160 -1.82115 -0.47105
C -3.57063 -0.96261 0.72532
C -2.05178 -1.11875 1.01773
C -1.64378 -2.28740 2.00413
C -2.61685 -3.40102 2.25209
C -3.10255 -4.24519 1.03152
C 2.54816 2.36097 1.04119
H -2.13280 -4.84497 -0.91576
H -2.55999 -2.53582 -2.08923
H -4.79921 -2.49652 -0.38331
H -4.19989 -1.12413 -1.28288
H -3.69671 0.10730 0.46874
H -4.15650 -1.11618 1.65979
H -1.48327 -0.16927 1.11074
H -1.16093 -1.83913 2.86664
H -3.39936 -2.96827 2.89408
H -2.09881 -4.11320 2.91642
H -2.95106 -5.29967 1.28866
H -4.16070 -4.15583 0.74501
H 2.70061 1.28405 1.19645
H 3.18439 2.95128 1.71760
H 2.76132 2.62355 -0.00394
P 0.49128 1.11452 -2.31281
P 0.81844 2.69827 1.40843
C 0.46803 2.57687 -1.36560
C -0.12686 2.28393 -0.07559
C 0.05493 0.38693 -3.90777
C -1.26921 -0.12013 -4.18490
C -1.62845 -0.41109 -5.50067
C -0.66761 -0.38840 -6.54614
C 0.57603 0.26995 -6.27392
C 0.99567 0.49002 -4.95719
C 0.68828 -3.14163 -0.59518
C 1.40755 -3.59897 0.51495
C 2.41737 -4.58873 0.32033
C 2.60486 -5.07960 -0.98897
C 1.97554 -4.51190 -2.11767
C 1.02937 -3.45866 -1.90755
C 0.73062 4.48164 1.72119
C 0.89736 5.29759 0.59174
C 0.83864 6.68498 0.72865
C 0.58125 7.24660 1.98357
C 0.41120 6.43015 3.10452
C 0.47913 5.03945 2.98677
C 0.35064 1.77489 2.89399
C 1.21364 0.84898 3.50803
C 0.75348 0.09625 4.59046
C -0.52628 0.30563 5.10846
C -1.39361 1.20057 4.47969
C -0.95533 1.95562 3.38699
H 0.56749 3.51825 -1.99327
H -1.08215 1.64881 0.05355
H -1.95697 -0.24277 -3.33004
H -2.68117 -0.62435 -5.75581
H -0.92964 -0.86134 -7.52206
H 1.22987 0.64776 -7.06694
H 2.02541 0.76272 -4.66816
H 1.14322 -3.21495 1.50971
H 3.00562 -4.93244 1.17270
H 3.32630 -5.91697 -1.15223
H 2.21367 -4.83973 -3.13283
H 0.55536 -2.91089 -2.73005
H 1.03470 4.83493 -0.38912
H 0.96565 7.32560 -0.14241
H 0.50196 8.32764 2.09495
H 0.19931 6.87666 4.07458
H 0.32120 4.38227 3.84579
H 2.23546 0.74497 3.13495
H 1.40077 -0.65652 5.03379
H -0.83141 -0.22716 6.00978
H -2.41219 1.31223 4.84240
H -1.61364 2.68810 2.91399
F 5.43732 0.20262 -1.81958
C 4.24728 -0.39719 -1.63093
F 4.11479 -1.40046 -2.54438
F 4.24941 -0.96755 -0.39672
C 3.08162 0.63510 -1.85718
O 3.30895 1.73925 -2.32270
O 1.86489 0.13185 -1.59653


20
Properties=species:S:1:pos:R:3 method="wB97M-V/def2-TZVPD" lumo_ha=0.03140 homo_ev=-9.330 smiles=CCCNCO.O de_lowest_kj_mol=185.2 multiplicity=1
C 0.75927 0.60825 0.46668
N -0.14288 -0.52784 0.07165
C -1.40401 0.01069 -0.73906
O -2.39550 -0.95913 -0.88678
C 2.20598 0.59711 -0.19166
C 2.46478 0.77872 -1.65306
H 0.96199 0.73800 1.57279
H 0.20703 1.53806 0.20799
H 0.34312 -1.13864 -0.50930
H -1.68155 0.84998 -0.02973
H -1.09647 0.39703 -1.67164
H -2.65949 -1.23023 -0.02106
H 2.58661 1.39815 0.36718
H 2.69971 -0.36780 0.09835
H 2.48304 1.89019 -2.01440
H 1.73216 0.47874 -2.50179
H 3.48966 0.25229 -1.81080
H -1.01152 -0.14835 3.32444
H -0.60828 -0.83422 2.06299
O -1.42974 -0.55298 2.52753


9
Properties=species:S:1:pos:R:3 method="wB97M-V/def2-TZVPD" lumo_ha=-0.00103 homo_ev=-10.732 smiles="N[SiH]=O.O" de_lowest_kj_mol=271.8 multiplicity=1
N 1.33054 1.23992 0.32860
O -2.12839 -1.33402 -0.26100
O 0.68807 -1.60966 0.35723
Si 1.34463 -0.40480 -0.27569
H 0.68764 1.36836 1.15551
H 1.90600 1.94628 -0.08546
H -1.82961 -0.42483 -0.30146
H -1.25986 -1.84786 -0.12233
H 2.34224 -0.37499 -1.21109


17
Properties=species:S:1:pos:R:3 method="wB97M-V/def2-TZVPD" total_charge=+3 lumo_ha="-0.50561 / -0.49822" homo_ev="-21.432 / -21.450" multiplicity=5
O 0.23719 0.83247 -3.82302
C 0.35944 0.01312 -2.99627
Pm 0.52328 -1.35460 -0.96916
O 1.71641 -4.16773 -3.05094
C 1.23438 -3.29856 -2.46412
C -1.87608 -0.99025 -1.91022
O -2.94784 -0.74386 -2.25132
C -1.20548 -2.76185 0.02914
O -2.07918 -3.27611 0.61927
N 1.06619 2.84639 1.52380
C 0.41850 1.68401 1.78316
N 0.22773 1.32990 3.07065
S 0.02055 0.63992 0.51302
H 1.11875 3.57152 2.22340
H 1.20503 3.16802 0.57175
H -0.28004 0.48552 3.32054
H 0.26115 2.02208 3.81031


Computed max |F|, in the same sequence as the records: 5.7; 2.3; 11.0; 4.2; 3.6; 8.9 eV/A.